1.
56
Properties=species:S:1:pos:R:3:nbo_charge:R:1 method="wB97M-V/def2-TZVPD" energy_ev=-155875.439 lumo_energy_ev="-1.06 / -1.21" multiplicity=1 homo_ev="-8.214 / -8.207" gap_ev="7.15 / 6.99"
Co -0.213 0.745 1.341 1.27
N -1.385 -0.130 2.954 -0.79
C -0.811 0.309 4.235 -0.32
C -0.277 1.721 4.072 0.62
O -0.376 2.552 4.957 -0.63
N 0.323 1.887 2.870 -0.64
C 0.658 3.203 2.440 -0.37
C -0.364 3.594 1.295 0.80
O -0.516 4.762 1.013 -0.62
O -0.911 2.559 0.759 -0.77
H -2.319 0.251 2.845 0.39
H -1.454 -1.140 2.930 0.40
H 0.031 -0.337 4.483 0.23
H -1.532 0.289 5.050 0.22
H 1.624 3.228 1.931 0.21
H 0.589 3.944 3.230 0.25
C -3.188 1.092 -0.434 -0.95
P -1.607 0.174 -0.439 1.00
C -0.884 0.592 -2.051 -0.38
C -0.192 -0.376 -2.777 -0.13
C 0.349 -0.062 -4.013 -0.23
C 0.217 1.222 -4.523 -0.19
C -0.433 2.199 -3.783 -0.19
C -0.976 1.891 -2.546 -0.19
C -2.125 -1.557 -0.651 -0.38
C -1.611 -2.519 0.215 -0.21
C -2.031 -3.838 0.122 -0.20
C -2.968 -4.197 -0.834 -0.19
C -3.454 -3.247 -1.725 -0.22
C -3.032 -1.932 -1.640 -0.13
H -3.634 1.087 -1.427 0.24
H -2.987 2.115 -0.121 0.29
H -3.871 0.630 0.279 0.24
H -0.088 -1.376 -2.375 0.21
H 0.876 -0.822 -4.575 0.22
H 0.625 1.460 -5.496 0.22
H -0.512 3.207 -4.168 0.22
H -1.458 2.661 -1.956 0.24
H -0.861 -2.225 0.943 0.23
H -1.624 -4.585 0.792 0.22
H -3.309 -5.222 -0.892 0.22
H -4.164 -3.534 -2.490 0.22
H -3.397 -1.193 -2.343 0.21
Br 6.737 0.783 -1.493 0.08
C 5.500 -0.281 -0.534 -0.14
C 5.878 -1.533 -0.066 0.03
N 5.046 -2.317 0.607 -0.40
C 3.816 -1.881 0.848 0.07
C 3.359 -0.639 0.424 -0.20
C 4.223 0.182 -0.290 -0.14
C 1.983 -0.168 0.736 0.77
O 1.216 -0.853 1.470 -0.70
O 1.581 0.929 0.267 -0.66
H 6.878 -1.912 -0.238 0.21
H 3.165 -2.546 1.402 0.21
H 3.890 1.152 -0.633 0.26

2.
20
Properties=species:S:1:pos:R:3:nbo_charge:R:1 method="wB97M-V/def2-TZVPD" energy_ev=-21785.626 lumo_energy_ev=-4.87 multiplicity=1 charge=+1 homo_ev=-12.879 gap_ev=8.01
C 0.108 -0.295 -3.056 -0.04
C -0.155 1.111 -3.013 -0.30
C 0.527 -0.942 -1.939 -0.29
C -0.010 1.770 -1.831 0.22
C -0.318 -0.482 2.858 -0.24
C 0.823 0.188 2.023 -0.56
C 0.608 -0.167 -0.779 0.29
N -1.326 -0.989 1.925 -0.88
O 0.398 1.127 -0.736 -0.38
S 1.204 -0.930 0.659 0.43
H 0.166 -0.759 -4.073 0.26
H -0.630 1.475 -3.951 0.28
H 0.661 -1.965 -1.889 0.26
H -0.151 2.863 -1.646 0.25
H 0.079 -1.270 3.576 0.21
H -0.656 0.441 3.355 0.22
H 0.623 1.211 1.626 0.25
H 1.593 0.273 2.799 0.26
H -1.296 -2.036 1.975 0.38
H -2.250 -0.623 2.117 0.39

3.
15
Properties=species:S:1:pos:R:3:nbo_charge:R:1 method="wB97M-V/def2-TZVPD" smiles="CC/N=C/OC" energy_ev=-7830.417 lumo_energy_ev=1.07 multiplicity=1 homo_ev=-9.587 gap_ev=10.66
C 2.173 0.142 0.723 -0.66
C 1.404 -0.053 -0.650 -0.23
N -0.054 -0.106 -0.699 -0.49
C -0.595 0.006 0.432 0.39
O -1.905 -0.005 0.688 -0.49
C -2.767 -0.104 -0.438 -0.26
H 1.703 -0.019 1.707 0.21
H 3.004 -0.563 0.734 0.22
H 2.565 1.161 0.789 0.21
H 1.752 -0.969 -1.145 0.19
H 1.699 0.762 -1.324 0.20
H 0.010 0.131 1.324 0.15
H -3.779 -0.055 -0.035 0.19
H -2.617 -1.049 -0.968 0.19
H -2.593 0.720 -1.138 0.19